ORCA calculation (ωB97M-V with the def2-TZVPD basis set) on a structure of composition CK6O3 in a non-equilibrium geometry.

Atoms and positions in Å:
K: 1.28195 -0.40861 -2.47535
K: -2.29134 1.74450 -2.03670
K: 1.30702 -0.09509 3.03014
K: -1.87419 -1.84559 1.77759
K: 0.94206 3.43419 -0.20578
K: 1.64423 -3.17659 0.82589
C: -0.19802 0.11825 -0.20561
O: 0.14511 0.95281 -1.09696
O: -1.00591 0.43919 0.77943
O: 0.04910 -1.16306 -0.39264

As for the HOMO energy: -21.69 eV. For the LUMO energy, the calculation gives -13.0845 eV. Its spin multiplicity is 1. As for the net charge: +4.

ORCA calculation (ωB97M-V with the def2-TZVPD basis set) on a cluster of 8 separate species, C40H76F12O20 in total in a non-equilibrium geometry.

Atoms and positions in Å:
C: 2.47118 2.31783 2.97724
O: 2.48625 1.19874 1.99709
C: 3.30231 0.17392 2.48453
C: 3.60687 -0.95804 1.56934
O: 4.55876 -1.81562 2.25895
C: 5.30169 -2.75807 1.46272
C: 6.35230 -3.37810 2.42804
O: 7.09065 -4.32392 1.64146
C: 8.01759 -4.89676 2.47202
H: 1.80307 3.04551 2.51658
H: 3.43980 2.81751 2.99203
H: 2.19439 1.88152 3.93699
H: 3.01882 -0.31864 3.41466
H: 4.30063 0.58596 2.63180
H: 4.15383 -0.57142 0.70941
H: 2.68612 -1.49746 1.34718
H: 5.70589 -2.12637 0.67171
H: 4.62329 -3.47644 1.00249
H: 6.01987 -3.77615 3.38676
H: 7.08191 -2.71414 2.89165
H: 8.87259 -4.22612 2.55748
H: 8.49172 -5.75807 2.00146
H: 7.86205 -5.22193 3.50070
C: -6.84294 1.91870 -0.05248
O: -6.62556 1.81280 1.32776
C: -5.32241 1.95376 1.65728
C: -5.06661 2.34652 3.13366
O: -5.95155 3.36128 3.71332
C: -7.27762 2.91612 4.08248
C: -8.01798 4.04290 4.87353
O: -8.16941 3.82114 6.29548
C: -8.83531 4.92399 6.95353
H: -6.47765 2.92091 -0.27663
H: -7.92707 1.82793 -0.11973
H: -6.44920 1.12127 -0.68270
H: -4.79237 2.69714 1.06186
H: -4.62588 1.15216 1.41153
H: -4.03712 2.66702 3.29345
H: -5.09149 1.49587 3.81475
H: -7.18268 1.99200 4.65264
H: -7.76577 2.68705 3.13521
H: -8.98451 4.27030 4.42383
H: -7.48938 4.99114 4.77595
H: -8.36492 5.89552 6.80200
H: -8.75093 4.80264 8.03347
H: -9.82589 5.09879 6.53367
C: 3.83748 -4.92436 -11.87149
O: 4.55023 -6.19953 -11.95364
C: 4.11082 -7.18416 -11.00380
C: 4.85268 -6.97199 -9.69374
O: 4.09235 -6.03990 -8.89259
C: 4.71946 -5.76082 -7.55714
C: 3.58263 -5.58927 -6.51940
O: 4.16074 -5.23861 -5.25571
C: 3.16913 -5.30691 -4.25697
H: 3.36282 -4.71839 -10.91213
H: 3.17952 -4.87887 -12.73932
H: 4.64946 -4.22392 -12.06686
H: 4.33868 -8.10591 -11.53912
H: 3.02655 -7.16686 -10.89347
H: 5.88653 -6.63482 -9.76850
H: 4.82797 -7.91680 -9.15080
H: 5.25439 -4.84093 -7.79330
H: 5.43025 -6.48113 -7.15214
H: 2.74970 -6.28965 -6.58115
H: 3.05996 -4.72405 -6.92720
H: 2.44280 -4.50410 -4.38365
H: 3.52877 -5.07984 -3.25338
H: 2.68241 -6.28196 -4.27937
C: 3.33422 -1.76669 -1.86137
O: 2.26412 -1.13608 -2.55141
C: 1.19088 -0.85388 -1.64924
C: 0.96471 0.63964 -1.33114
O: -0.45279 0.90446 -1.19868
C: -1.05278 0.56847 0.01163
C: -0.70155 1.63587 1.16431
O: -1.65532 1.59702 2.24891
C: -1.22650 2.15438 3.42424
H: 2.94673 -2.61248 -1.29340
H: 3.84941 -1.00673 -1.27388
H: 4.03960 -2.26519 -2.52624
H: 1.14859 -1.46568 -0.74813
H: 0.28472 -1.14574 -2.18008
H: 1.39249 1.30643 -2.07981
H: 1.48365 1.00478 -0.44488
H: -0.81615 -0.47529 0.21820
H: -2.11420 0.37494 -0.14342
H: -0.96951 2.59512 0.72145
H: 0.34169 1.66885 1.47840
H: -0.43030 1.56865 3.88370
H: -2.12981 2.11755 4.03316
H: -0.95865 3.21091 3.41451
C: 1.53691 8.98747 0.12559
C: 2.72297 8.07973 0.03428
O: 2.25549 6.78320 -0.24037
C: 2.87841 5.62628 -0.12377
O: 3.99545 5.53535 0.38378
C: 2.16102 4.39908 -0.75829
F: 2.08878 4.45696 -2.09500
F: 2.65461 3.24666 -0.36136
F: 0.91222 4.39906 -0.43809
H: 1.86099 10.02814 0.11689
H: 1.15572 8.69320 1.10345
H: 0.92476 8.86538 -0.76797
H: 3.13659 8.19475 1.03618
H: 3.46722 8.40827 -0.69116
C: 1.19184 -5.67594 1.46513
C: 1.07357 -4.21777 0.86213
O: 0.09644 -4.18056 -0.11054
C: 0.50088 -4.61128 -1.37146
O: 1.68808 -4.90624 -1.56631
C: -0.59601 -4.53526 -2.45669
F: -1.04070 -5.78709 -2.69784
F: -1.58457 -3.73539 -2.17383
F: -0.04982 -4.15990 -3.67285
H: 1.43830 -6.50729 0.80467
H: 0.25053 -6.12021 1.78862
H: 1.95111 -5.70548 2.24662
H: 2.05121 -3.80750 0.60913
H: 0.65737 -3.56894 1.63278
C: -5.36239 3.44883 7.59739
C: -3.87615 3.29672 7.18101
O: -3.25825 2.15884 7.75943
C: -2.07853 1.75978 7.41712
O: -1.37838 2.32302 6.52508
C: -1.53186 0.48434 8.12164
F: -0.43542 0.83533 8.76301
F: -2.46619 0.10715 9.03581
F: -1.27106 -0.49186 7.17745
H: -5.67049 4.36238 7.08886
H: -5.39999 3.72765 8.65046
H: -5.97701 2.57441 7.38358
H: -3.23500 4.09153 7.56218
H: -3.86648 3.28240 6.09114
C: -3.12351 4.33416 -2.18840
C: -4.19841 3.50561 -2.91281
O: -3.75513 2.21875 -3.26064
C: -3.72122 1.10438 -2.43521
O: -4.08569 1.13691 -1.30064
C: -3.11331 -0.15111 -3.11993
F: -2.37936 -0.80874 -2.26439
F: -4.12562 -0.96409 -3.41932
F: -2.44828 0.24884 -4.26403
H: -2.69190 3.70168 -1.41265
H: -3.62631 5.20799 -1.77404
H: -2.37792 4.50446 -2.96506
H: -4.55899 3.84278 -3.88461
H: -5.16243 3.49599 -2.40420

As for the HOMO energy: -9.25 eV. For the LUMO energy, the calculation gives 0.3822 eV. As for the SMILES: CCOC(=O)C(F)(F)F.CCOC(=O)C(F)(F)F.CCOC(=O)C(F)(F)F.CCOC(=O)C(F)(F)F.COCCOCCOC.COCCOCCOC.COCCOCCOC.COCCOCCOC. Its spin multiplicity is 1.

ORCA calculation (ωB97M-V with the def2-TZVPD basis set) on a structure of composition C15H17IrN3O2Si in a non-equilibrium geometry.

Atoms and positions in Å:
Ir: -0.10519 0.99586 -0.59005
O: 2.44763 -0.58983 1.82143
C: 1.82136 -0.83528 0.53891
N: 0.50441 -0.87652 0.53279
C: -0.34085 -1.12712 1.58014
O: -0.01085 -1.55868 2.67207
C: -1.74450 -0.80147 1.19622
C: -2.80967 -1.26750 1.96193
C: -4.10296 -0.98726 1.55652
C: -4.28980 -0.24812 0.39133
C: -3.18221 0.22464 -0.28897
N: -1.93456 -0.02077 0.10924
C: 2.51396 -0.43635 -0.64553
C: 3.90309 -0.53677 -0.83298
C: 4.45623 -0.11948 -2.02666
C: 3.62266 0.37260 -3.03030
C: 2.26151 0.43427 -2.78380
N: 1.71259 0.07934 -1.63017
H: -2.58022 -1.84521 2.84615
H: -4.94963 -1.33509 2.12854
H: -5.27832 -0.02961 0.02083
H: -3.30465 0.83102 -1.17685
H: 4.54158 -0.94441 -0.06038
H: 5.52173 -0.18395 -2.18511
H: 4.02083 0.70516 -3.97400
H: 1.57627 0.78093 -3.54374
C: 0.75493 3.24080 2.43901
Si: 1.31192 2.17012 0.94911
C: 2.81004 3.09563 0.13704
C: 2.47046 0.87926 2.09803
H: 1.63871 3.61699 2.94631
H: 0.16287 2.68360 3.15760
H: 0.17071 4.09831 2.12722
H: 3.47497 3.47171 0.90971
H: 2.47372 3.95731 -0.43068
H: 3.39119 2.46895 -0.53364
H: 3.50245 1.21282 2.02049
H: 3.35244 -0.94995 1.83704
H: 2.15270 0.94857 3.13663

As for the HOMO energy (spin up / spin down): -9.98 / -12.22 eV. For the LUMO energy (spin up / spin down), the calculation gives -3.0245 / -4.5398 eV. Its spin multiplicity is 5. As for the net charge: +1.

ORCA calculation (ωB97M-V with the def2-TZVPD basis set) on a structure of composition C16H42FN5O4Si2 in a non-equilibrium geometry.

Atoms and positions in Å:
C: 0.26007 -1.78861 -1.06525
C: 0.73281 -0.68007 -0.09633
C: 0.70916 0.66198 -0.84931
C: 0.43919 1.88610 0.03430
C: -0.96326 2.49389 -0.22704
Si: -2.31761 1.27001 0.11060
F: -2.29444 1.00445 1.69105
O: -3.78387 1.94783 -0.24182
Si: -4.53829 1.57644 -1.69504
N: -3.62421 0.58946 -2.79986
N: -6.11044 0.84759 -1.44806
C: -6.11897 -0.30452 -0.50813
C: -5.98854 0.12860 0.95469
H: 0.78390 -2.72592 -0.90969
H: -0.78498 -1.99970 -0.85743
H: 0.36218 -1.43833 -2.08530
H: 1.75592 -0.85531 0.22930
H: 0.05087 -0.61825 0.74702
H: 1.67031 0.82906 -1.33270
H: -0.02002 0.61795 -1.65405
H: 1.15598 2.68733 -0.12659
H: 0.48106 1.64823 1.09731
H: -1.05293 2.85803 -1.25113
H: -1.06052 3.33952 0.45249
H: -2.07759 -0.02593 -0.52263
H: -4.75430 2.85548 -2.39329
H: -2.77356 1.01699 -3.15935
H: -3.45593 -0.35903 -2.48883
H: -6.34157 0.45410 -2.35908
H: -5.38713 -1.07718 -0.75867
H: -7.09760 -0.77121 -0.59970
H: -4.96822 -0.04751 1.28776
H: -6.65920 -0.42439 1.60270
H: -6.16258 1.19251 1.05681
C: -0.10092 -1.78617 5.90657
O: 0.60280 -2.70662 6.27922
N: 0.10085 -1.07435 4.78339
C: -0.76550 0.01651 4.37603
C: 1.22979 -1.40775 3.93763
H: -0.98541 -1.45305 6.47644
H: -1.19679 -0.20445 3.40039
H: -0.18490 0.93920 4.30821
H: -1.56982 0.15807 5.09475
H: 1.14406 -2.44285 3.60107
H: 2.16032 -1.30593 4.49945
H: 1.25111 -0.74534 3.07524
C: 0.40434 2.10769 -4.49023
O: -0.66354 1.66258 -4.10522
N: 1.20939 1.51382 -5.38403
C: 2.46961 2.10179 -5.79554
C: 0.79958 0.24031 -5.95332
H: 0.80271 3.06646 -4.11761
H: 2.46078 2.28186 -6.87216
H: 3.29099 1.42488 -5.55380
H: 2.62933 3.04690 -5.28147
H: -0.15396 0.35481 -6.46940
H: 0.67195 -0.49639 -5.15948
H: 1.55325 -0.10813 -6.65447
C: 4.39987 -1.57283 1.30370
O: 4.57905 -0.65397 0.52666
N: 5.13879 -1.81791 2.40095
C: 4.86518 -2.94001 3.28002
C: 6.24351 -0.92596 2.71037
H: 3.58406 -2.30508 1.16464
H: 4.63914 -2.56874 4.28142
H: 5.73996 -3.59100 3.33043
H: 4.01514 -3.51085 2.91298
H: 5.87287 0.09083 2.84424
H: 6.95904 -0.92239 1.88757
H: 6.73765 -1.25551 3.62065

As for the HOMO energy: -9.21 eV. For the LUMO energy, the calculation gives 0.5667 eV. Its spin multiplicity is 1.

no.,E_tot (eV)
1,-105097.455
2,-116260.518
3,-35102.287
4,-51392.725